No. 1
Density functional theory data (ωB97M-V with the def2-TZVPD basis set) for 9 unconnected molecules or ions with the total composition C43H122Cl2N18O8P6 at a distorted geometry.

The electronic energy is -6267.79174 Ha. Its structure (SMILES) is CN(C)P(=O)(N(C)C)N(C)C.CN(C)P(=O)(N(C)C)N(C)C.CN(C)P(=O)(N(C)C)N(C)C.CN(C)P(=O)(N(C)C)N(C)C.CN(C)P(=O)(N(C)C)N(C)C.CN(C)P(=O)(N(C)C)N(C)C.CC(C)=O.CC(C)=O.ClCCl. The spin multiplicity is 1. As for the LUMO energy: 0.39 eV. For the orbital gap, the calculation gives 8.31 eV.

Cartesian coordinates (Å):
C: 14.73747 19.14828 15.44852
N: 15.75932 19.11168 16.54030
C: 16.47611 20.42398 16.64755
P: 15.29977 18.47729 18.01820
O: 14.54197 19.27317 19.00641
N: 14.46702 17.16253 17.57613
C: 13.00231 17.21901 17.77867
C: 14.98277 15.83131 17.15696
N: 16.74951 17.96888 18.57060
C: 16.66499 17.36508 19.86477
C: 17.84333 17.58406 17.79208
H: 15.31340 19.08983 14.44983
H: 14.10579 20.01864 15.38654
H: 14.11083 18.21295 15.57332
H: 16.69102 20.69823 17.68853
H: 15.72301 21.23296 16.30242
H: 17.39268 20.47300 16.08154
H: 12.76095 18.27466 17.99824
H: 12.53655 16.99295 16.76518
H: 12.70701 16.64360 18.65310
H: 14.61297 14.97814 17.83939
H: 14.75464 15.56379 16.10357
H: 16.06657 15.87295 17.34874
H: 17.50284 17.62382 20.53742
H: 15.85975 17.72104 20.41322
H: 16.46771 16.22335 19.89086
H: 18.14025 16.54970 17.96752
H: 18.75511 18.12827 18.15430
H: 17.56276 17.80242 16.74857
C: 21.18180 10.37288 14.49641
N: 20.68027 10.83919 15.83518
C: 21.37087 10.22563 16.99704
P: 19.77180 12.18127 15.96680
O: 19.32733 12.78974 14.70862
N: 18.55609 11.81446 16.95644
C: 18.08129 10.45959 17.40582
C: 17.57890 12.91430 17.18258
N: 20.72894 13.16060 16.88552
C: 22.00566 13.44742 16.35208
C: 20.63561 13.47492 18.27866
H: 20.83952 9.33630 14.32211
H: 22.31669 10.40564 14.48440
H: 20.84585 11.07030 13.69002
H: 21.45889 9.10620 16.85859
H: 20.80164 10.21129 17.94738
H: 22.34529 10.72358 17.22227
H: 18.37089 10.27396 18.44012
H: 17.01203 10.40096 17.23303
H: 18.58368 9.68668 16.77429
H: 18.01945 13.91165 17.06140
H: 16.77101 12.85978 16.36832
H: 17.08183 12.94059 18.16542
H: 22.71284 12.67012 16.73494
H: 21.99030 13.48318 15.26166
H: 22.33290 14.38151 16.73741
H: 21.51489 13.10937 18.79571
H: 19.76294 12.95495 18.68147
H: 20.52899 14.56141 18.41627
C: 11.76879 19.00383 10.04193
N: 10.91411 18.47127 11.04964
C: 10.24792 19.47226 11.90800
P: 10.86314 16.82512 11.42936
O: 11.77171 16.14809 10.53141
N: 11.35887 16.61723 13.02236
C: 10.48954 16.84499 14.15002
C: 12.73465 16.86880 13.38630
N: 9.25013 16.42104 11.47725
C: 8.44340 16.95495 10.40308
C: 8.81865 15.16089 12.05875
H: 12.72615 18.42121 9.79621
H: 12.07554 20.05523 10.24066
H: 11.38104 19.05379 9.01541
H: 9.54234 18.95054 12.55782
H: 9.60256 20.11780 11.29620
H: 10.84093 20.11985 12.52331
H: 10.64026 16.07450 14.87097
H: 10.76666 17.76974 14.74212
H: 9.43346 16.82663 13.86213
H: 13.35086 16.57637 12.52733
H: 12.95909 17.97507 13.62318
H: 13.03191 16.32051 14.28558
H: 8.72620 16.50415 9.39392
H: 7.35652 16.76474 10.55812
H: 8.51732 18.00826 10.36108
H: 7.69844 15.21276 12.27497
H: 9.23522 14.98044 13.01704
H: 9.07248 14.42408 11.27698
C: 17.82517 17.84049 7.02626
N: 18.23858 16.94893 8.10330
C: 19.29694 16.06366 7.70585
P: 17.54704 16.66145 9.59345
O: 18.44338 15.81247 10.41684
N: 17.24777 18.12967 10.35099
C: 16.04202 19.02989 10.18844
C: 18.35033 18.92098 11.02185
N: 16.02161 16.07168 9.19483
C: 15.05242 15.87319 10.30563
C: 15.89283 15.13734 8.15195
H: 17.31399 18.76337 7.32369
H: 17.17440 17.31615 6.28575
H: 18.65459 18.26346 6.44870
H: 18.97225 15.54540 6.78678
H: 19.57330 15.41532 8.52382
H: 20.13900 16.67751 7.40476
H: 15.78715 19.24523 11.23349
H: 16.20501 19.88320 9.53447
H: 15.25271 18.34010 9.70730
H: 18.51448 19.77514 10.37922
H: 17.96963 19.10341 11.98538
H: 19.27662 18.27945 11.13293
H: 14.02588 15.86643 9.98104
H: 15.27746 14.94939 10.81055
H: 15.18447 16.62387 11.10331
H: 16.29041 14.09006 8.41907
H: 16.57514 15.43645 7.34836
H: 14.88267 15.15842 7.77012
C: 10.74155 12.58732 15.71292
N: 12.13553 12.44217 15.30371
C: 13.01386 13.54572 15.75114
P: 12.86218 11.41534 14.17467
O: 14.17304 10.86452 14.62833
N: 11.74119 10.20378 13.98598
C: 11.69359 9.18729 14.97680
C: 11.46110 9.77608 12.61598
N: 13.27671 12.19294 12.70632
C: 12.33885 13.23600 12.23381
C: 14.31299 11.56379 11.91197
H: 10.57790 12.59288 16.79447
H: 10.15860 11.74150 15.29808
H: 10.38178 13.53912 15.41470
H: 13.93287 13.15767 16.17300
H: 12.61162 14.21736 16.53182
H: 13.35152 14.21758 14.94692
H: 12.27607 9.51093 15.86082
H: 10.68662 8.95090 15.30911
H: 12.12312 8.24990 14.55582
H: 12.26532 9.11098 12.22798
H: 10.61878 9.10111 12.51660
H: 11.23735 10.56233 11.96257
H: 12.75810 14.22058 12.02402
H: 11.94573 12.85443 11.28172
H: 11.53176 13.43108 12.98578
H: 15.18691 11.56100 12.53843
H: 14.45606 12.20028 11.08094
H: 14.27618 10.52280 11.55926
C: 20.78908 11.92178 8.41656
N: 21.11344 10.68310 9.04323
C: 22.17745 9.82532 8.49455
P: 20.41048 10.17960 10.46179
O: 21.35953 9.33357 11.18465
N: 20.03499 11.66545 11.21185
C: 21.06656 12.63686 11.49900
C: 18.74010 12.15959 11.53923
N: 19.08135 9.40964 10.09448
C: 18.13278 9.64485 9.04204
C: 18.58781 8.54451 11.10959
H: 20.60161 12.02462 7.36140
H: 21.56859 12.69872 8.57446
H: 19.90562 12.32374 8.89748
H: 23.13146 10.39511 8.53259
H: 21.97265 9.65102 7.44632
H: 22.19996 8.91934 9.03456
H: 20.80835 13.55210 10.87327
H: 21.06098 12.91857 12.61661
H: 21.99022 12.15190 11.16133
H: 17.92466 11.59062 11.00183
H: 18.51544 11.99265 12.57734
H: 18.57521 13.23647 11.22922
H: 17.34751 10.34113 9.43362
H: 18.64677 10.11974 8.20536
H: 17.71871 8.67496 8.63629
H: 19.30728 8.37927 11.89847
H: 18.52005 7.53996 10.71557
H: 17.58749 8.82519 11.42446
C: 16.86764 9.97039 14.18766
C: 16.89731 8.49366 14.48306
C: 15.69693 7.74850 13.93938
O: 17.69554 7.94464 15.14639
H: 17.76241 10.43919 14.59186
H: 15.93625 10.41079 14.51701
H: 16.79437 10.04207 13.07442
H: 15.92762 7.10562 13.10366
H: 14.92056 8.48321 13.65268
H: 15.15786 7.22220 14.70714
C: 14.24358 10.68040 18.50932
C: 14.65504 11.84932 19.39902
C: 14.83041 11.58368 20.92644
O: 14.77347 13.00273 18.97766
H: 13.24920 10.23804 18.80743
H: 14.90616 9.82308 18.31815
H: 14.08481 11.11738 17.50291
H: 13.88554 11.41732 21.40694
H: 15.30053 12.45734 21.40881
H: 15.55697 10.76838 21.02970
Cl: 15.84800 13.95501 13.66833
C: 17.37502 14.93669 13.51797
Cl: 17.04869 16.68239 13.75789
H: 18.04311 14.65977 14.30043
H: 17.83712 14.79108 12.54568

Force components x, y, z for each atom (eV/Å):
1.514 -2.279 -0.790
-0.561 2.090 -0.493
-2.175 0.921 0.074
0.207 0.139 -0.430
0.189 0.328 -0.359
-2.049 -2.295 0.021
0.646 1.145 -1.459
0.125 -0.085 1.446
-0.883 -0.083 1.598
0.997 -1.990 1.024
1.979 0.467 -0.650
-0.954 -0.039 1.365
-0.206 0.550 0.482
0.731 1.199 -0.449
0.044 -0.376 -0.171
1.442 -1.012 0.338
0.191 -0.133 -0.409
-0.099 -0.556 -0.046
-0.022 -0.313 1.448
-0.343 -0.487 -0.355
0.250 1.457 -0.977
0.244 0.403 0.489
-0.306 -0.285 -0.578
0.187 -0.357 -0.621
-1.800 1.021 0.702
0.779 1.413 -0.488
-0.382 -0.454 -0.351
-0.468 -0.007 -0.726
0.891 -0.331 0.285
0.517 0.430 0.422
1.114 -1.779 -0.928
-0.310 -0.655 0.146
0.431 -0.127 0.795
0.297 0.281 -0.988
-2.399 -0.411 2.070
1.556 0.607 -1.423
-1.041 -0.086 -1.430
-0.725 0.703 0.200
0.964 -0.995 -0.255
-0.965 -0.154 -0.041
0.203 0.533 -0.162
-1.214 -0.147 0.080
0.006 -0.813 0.764
0.406 1.250 -0.406
-0.149 0.723 -0.588
-0.514 -0.653 -0.340
-0.314 0.084 0.190
-0.163 -0.073 0.140
-0.527 0.554 0.484
0.306 -0.301 -0.058
0.815 0.023 1.166
0.403 -0.520 -0.258
0.054 0.524 -0.604
0.160 -0.079 0.062
0.488 1.050 0.121
0.347 0.010 0.337
0.101 0.251 0.198
0.088 -0.183 0.234
2.363 0.281 -2.008
-0.474 0.064 1.274
-1.418 -1.008 -0.950
-0.100 1.958 1.620
0.997 -1.246 -1.404
-0.738 0.188 0.246
-0.227 1.092 0.521
0.833 1.248 -0.663
0.303 1.099 0.837
-0.871 -1.575 -1.340
-1.681 0.193 -1.500
-1.198 0.519 1.164
-0.179 -0.715 0.350
-0.842 -0.040 0.188
0.139 -0.044 0.121
0.206 0.025 -0.070
0.966 0.083 0.196
0.083 -0.988 0.650
-0.491 -0.444 -0.914
0.313 0.403 0.185
0.183 0.039 0.427
-0.530 -1.325 -0.441
-0.116 -0.199 -0.196
-0.392 0.581 1.053
0.779 -0.225 0.123
0.377 1.115 -0.213
1.307 -0.154 -0.673
0.903 -0.396 0.542
-0.460 -0.593 0.887
-0.791 0.138 -0.272
0.132 0.560 0.208
0.060 0.213 -1.101
-0.589 1.338 0.037
-0.241 -0.005 -0.191
-0.153 0.985 -0.385
-0.073 -3.589 -0.347
0.145 -2.964 -1.747
-0.270 1.607 2.210
1.196 0.341 0.370
1.659 -1.618 -0.972
-0.271 -0.487 0.565
0.279 0.266 0.404
0.418 -0.552 0.264
0.251 -0.453 0.319
0.041 -0.295 -0.081
0.529 -0.023 0.017
-0.454 0.593 -0.476
0.190 0.228 0.220
0.915 1.467 0.819
0.364 0.492 0.335
-0.157 0.885 1.297
-1.040 0.792 -0.277
-0.337 0.111 -0.360
-0.053 -0.799 0.199
-0.015 -0.017 -0.550
-1.073 1.042 -0.147
-0.318 -0.015 -0.120
-0.310 -0.451 -0.065
0.174 -1.516 -0.324
0.844 0.550 -0.091
0.483 0.382 0.044
1.504 0.357 -0.015
-0.886 0.222 0.702
-0.859 1.223 -1.725
0.720 -1.029 0.753
0.674 -2.120 0.621
-2.682 -0.310 2.693
-0.078 -0.769 -0.614
0.512 0.163 0.606
0.577 -0.334 0.137
0.157 0.696 0.063
-0.704 0.917 -0.786
0.224 -0.278 0.130
-0.459 -0.697 -0.322
-0.389 -0.283 -0.160
-0.206 -0.374 -0.440
-0.340 0.086 -0.047
-0.003 0.378 0.487
0.051 0.698 -0.019
-0.627 0.015 0.713
0.119 1.344 -0.862
0.563 -0.151 0.068
-0.565 0.463 0.138
0.595 -0.516 -0.672
0.644 0.208 -0.061
0.455 0.634 -1.075
-1.142 0.074 0.125
0.531 1.765 0.772
0.067 -0.939 -0.452
-0.131 2.391 -0.667
2.184 3.424 0.024
0.420 -0.514 0.841
0.087 -1.142 -0.490
-0.298 0.491 0.174
-2.303 -0.311 -1.126
-1.824 -1.034 -0.301
-0.246 0.294 -0.490
-0.331 -1.516 0.268
-0.118 -1.117 -0.791
-0.038 -0.322 0.142
-0.226 0.147 0.100
-0.233 -0.612 0.171
-0.063 -0.281 -0.389
0.331 -0.875 0.562
0.722 -0.715 0.860
0.215 -0.356 -1.636
0.248 0.679 0.394
0.826 0.417 0.306
-0.083 0.517 0.703
0.470 -0.972 0.391
0.100 -0.739 -0.665
-0.110 0.145 0.017
0.222 0.977 0.707
-0.056 0.652 0.535
-0.381 -0.526 -0.457
-0.085 0.196 0.462
0.824 -0.702 -0.957
-2.843 1.534 -1.318
-1.312 1.135 -0.293
2.603 -1.408 1.760
-0.040 0.289 -0.239
0.002 0.073 0.380
0.380 0.212 0.679
0.154 -0.279 -0.166
0.495 -0.141 -0.408
0.359 -0.757 0.535
-1.190 0.299 -1.306
0.008 1.134 1.014
1.400 0.769 -1.264
-0.226 -2.149 0.329
0.982 0.550 0.099
0.237 0.464 0.749
0.005 -0.218 0.373
-0.436 -0.528 0.153
-0.318 -0.175 -0.400
-0.554 -0.224 0.224
0.950 0.592 -0.174
-0.707 0.207 -0.068
-0.136 -0.240 -0.154
0.270 -0.510 0.465
-0.332 0.100 -0.075


No. 2
Density functional theory data (ωB97M-V with the def2-TZVPD basis set) for a molecular structure, C14H19N5O5S5SbTl.

Its energy relative to the best compared isomer or geometry (same formula, charge and spin) is 8.6 kcal/mol. The electronic energy is -3598.61675 Ha. As for the charge: -2. The spin multiplicity is 1. As for the LUMO energy: 3.20 eV. For the orbital gap, the calculation gives 4.40 eV.

Cartesian coordinates (Å):
Tl: -0.26761 1.59736 2.07954
S: 1.72840 -3.31194 3.52736
Sb: 1.16731 -1.11622 3.99486
S: 2.17465 0.34756 2.38059
S: -1.16695 -0.79083 3.57051
S: 1.74775 -0.43350 6.12932
N: 4.45853 4.99794 3.53760
C: 3.86102 5.98195 2.82239
O: 4.27470 7.13227 2.82860
C: 2.66297 5.57076 2.03240
C: 1.82312 6.56674 1.54426
C: 0.70168 6.21071 0.81578
C: 0.45504 4.86096 0.60992
N: 1.26233 3.90375 1.05127
C: 2.34661 4.24912 1.72858
H: 5.26807 5.22469 4.08511
H: 4.06844 4.07352 3.61067
H: 2.07589 7.59700 1.75800
H: 0.02569 6.95941 0.42452
H: -0.42981 4.52551 0.07783
H: 2.96977 3.40908 2.02384
C: -2.23933 -6.79314 -1.43448
C: -2.03673 -5.30236 -1.19961
S: -2.74369 -4.45201 -2.63203
O: -1.98248 -4.83405 -3.79698
O: -4.16293 -4.71511 -2.64528
C: -2.47732 -2.70790 -2.30445
C: -1.00202 -2.35371 -2.48566
N: -0.70525 -1.06327 -1.89430
C: -0.35522 -0.87059 -0.59844
N: -0.23541 0.42976 -0.32775
C: -0.47837 1.09768 -1.46539
C: -0.80178 0.20659 -2.46591
N: -1.19732 0.50124 -3.76772
O: -1.67313 -0.37917 -4.47986
O: -1.07091 1.65671 -4.14531
C: -0.09858 -1.94672 0.36901
H: -1.79339 -7.37164 -0.62735
H: -1.77329 -7.08287 -2.37585
H: -3.30229 -7.02305 -1.49247
H: -0.97967 -5.04566 -1.14602
H: -2.56209 -4.94554 -0.31492
H: -2.82657 -2.53185 -1.28578
H: -3.09428 -2.15767 -3.01413
H: -0.77367 -2.33216 -3.54336
H: -0.36190 -3.09429 -2.01044
H: -0.41581 2.17132 -1.52718
H: -0.38408 -2.93618 0.01383
H: -0.63817 -1.73616 1.30943
H: 0.95808 -1.94402 0.65547

Force components x, y, z for each atom (eV/Å):
-0.205 -0.317 0.710
-0.053 0.179 -0.210
-0.048 -0.217 0.478
-0.240 0.199 -0.069
0.353 0.252 -0.192
-0.098 0.010 -0.325
-0.106 -0.070 -0.120
0.262 -0.145 0.261
-0.063 -0.001 -0.069
-0.233 0.147 -0.228
0.096 -0.059 0.094
0.019 0.026 0.022
0.123 0.060 0.086
0.066 0.139 -0.461
0.104 -0.077 0.104
0.001 0.059 0.026
0.011 -0.011 0.050
-0.034 0.020 -0.028
-0.009 -0.002 0.003
-0.022 0.019 0.030
-0.014 -0.002 0.053
-0.016 0.000 -0.049
-0.224 0.099 -0.446
-0.123 -0.112 0.242
0.234 0.132 -0.036
-0.014 0.165 0.162
0.166 -0.438 -0.025
-0.095 -0.064 -0.084
-0.172 0.177 -0.162
0.040 0.160 -0.114
0.109 -0.231 -0.317
-0.084 -0.227 -0.114
0.308 -0.084 0.740
-0.158 0.241 -0.491
-0.022 -0.380 0.072
0.056 0.218 0.041
-0.036 -0.087 0.314
0.010 0.054 0.032
0.017 -0.068 0.030
0.009 -0.038 0.027
-0.019 0.054 0.057
0.050 0.067 0.016
0.010 0.060 -0.004
-0.088 -0.055 0.012
0.085 0.004 -0.040
0.031 0.111 -0.023
-0.090 0.005 -0.038
0.048 0.057 0.008
0.074 0.007 -0.063
-0.017 -0.035 0.038